Molecular formula: C4H12NO
Method: DFT, the ωB97M-V functional and the def2-TZVPD basis

Structure (XYZ):
```
18
C4H12NO the ωB97M-V functional and the def2-TZVPD basis
C -1.3862 -0.1212 -0.7065
O -0.9310 1.2766 -0.6013
C -0.3175 -1.0780 -1.2122
C 0.1003 -2.2218 -0.2842
H -1.7776 -0.3424 0.2884
H -2.2749 -0.0903 -1.3345
H -0.5590 1.4962 -1.4760
H -0.6340 -1.5091 -2.1624
H 0.5515 -0.4704 -1.4986
H -0.7853 -2.7329 0.0950
H 0.6696 -2.9586 -0.8462
H 0.7009 -1.8988 0.5634
C 1.9476 1.1965 1.4695
N 0.6887 1.0186 1.4687
H 2.5399 0.9083 2.3280
H 2.3714 1.6282 0.5709
H 0.1000 1.2695 0.6000
H 0.2722 0.5988 2.2982
```

Its calculated total energy is -289.3161 a.u. The charge is +1. As for the strongest force on any atom: 0.95 eV Å⁻¹. For the highest occupied orbital energy, the calculation gives -15.06 eV. The calculation puts the frontier orbital gap at 10.065 eV.

***

Molecular formula: C4H12NO
Method: DFT, the ωB97M-V functional and the def2-TZVPD basis

Structure (XYZ):
```
18
C4H12NO the ωB97M-V functional and the def2-TZVPD basis
N 1.1539 -1.3840 0.7481
C 1.2049 -0.6473 -0.5641
C -0.1932 -0.3240 -1.0864
C -1.2369 0.0531 -0.0562
C -0.8293 1.2923 0.7668
O -0.1346 2.2384 -0.0221
H 0.6995 -2.2862 0.6114
H 0.5539 -0.8510 1.3820
H 2.0548 -1.4989 1.2141
H 1.8076 0.2284 -0.3974
H 1.7270 -1.2676 -1.2983
H -0.0489 0.5210 -1.7640
H -0.5571 -1.1554 -1.6866
H -1.4509 -0.7911 0.6100
H -2.1336 0.3456 -0.5959
H -1.7231 1.7647 1.1767
H -0.1353 1.0878 1.5884
H -0.7588 2.6741 -0.6265
```

Its calculated total energy is -289.3411 a.u. The charge is +1. As for the strongest force on any atom: 0.85 eV Å⁻¹. For the highest occupied orbital energy, the calculation gives -14.26 eV. The calculation puts the frontier orbital gap at 10.565 eV.

***

Molecular formula: C4H12NO
Method: DFT, the ωB97M-V functional and the def2-TZVPD basis

Structure (XYZ):
```
18
C4H12NO the ωB97M-V functional and the def2-TZVPD basis
C -1.6753 0.4971 -0.9883
C -1.1352 0.4017 0.4575
C 0.4877 -0.0810 0.5122
C 0.8009 -1.5222 0.0858
N 1.1104 0.9282 -0.3515
O 0.9326 0.1247 1.8732
H -1.4493 -0.3846 -1.5666
H -2.7194 0.5386 -0.9011
H -1.3664 1.3625 -1.5996
H -1.2345 1.2977 1.0443
H -1.7178 -0.4169 0.9414
H 1.4612 -1.8317 0.8877
H 1.4781 -1.6097 -0.8565
H -0.0810 -2.0650 0.0657
H 1.1991 1.9512 -0.0161
H 2.1147 0.8338 -0.5046
H 0.5235 0.9824 -1.1991
H 0.2065 -0.1243 2.3250
```

Its calculated total energy is -289.3104 a.u. The charge is +1. As for the strongest force on any atom: 5.69 eV Å⁻¹. For the highest occupied orbital energy, the calculation gives -15.36 eV. The calculation puts the frontier orbital gap at 11.793 eV.

***

Molecular formula: C4H12NO
Method: DFT, the ωB97M-V functional and the def2-TZVPD basis

Structure (XYZ):
```
18
C4H12NO the ωB97M-V functional and the def2-TZVPD basis
C 0.0813 -0.8024 0.1569
N -1.1732 -0.8363 -0.7033
C -2.2323 -0.3334 0.2256
C -1.5414 0.8286 0.9700
C -0.0411 0.5771 0.7875
H -0.0983 -1.5688 0.8983
H 0.9290 -1.0529 -0.4812
H -1.3227 -1.7749 -1.0671
H -1.0285 -0.2262 -1.5024
H -2.3800 -1.1496 0.9155
H -3.1315 -0.1362 -0.3300
H -1.8596 1.8252 0.6618
H -1.8710 0.7197 2.0127
H 0.5715 0.6805 1.6811
H 0.3972 1.3198 0.1024
H 4.2287 1.3632 -1.1351
H 4.2112 -0.0272 -1.7671
O 3.9428 0.4556 -0.9691
```

Its calculated total energy is -289.3558 a.u. The charge is +1. As for the strongest force on any atom: 1.38 eV Å⁻¹. For the highest occupied orbital energy, the calculation gives -14.39 eV. The calculation puts the frontier orbital gap at 11.050 eV.

***

Please write out number 1 again, unchanged.
Molecular formula: C4H12NO
Method: DFT, the ωB97M-V functional and the def2-TZVPD basis

Structure (XYZ):
```
18
C4H12NO the ωB97M-V functional and the def2-TZVPD basis
C -1.3862 -0.1212 -0.7065
O -0.9310 1.2766 -0.6013
C -0.3175 -1.0780 -1.2122
C 0.1003 -2.2218 -0.2842
H -1.7776 -0.3424 0.2884
H -2.2749 -0.0903 -1.3345
H -0.5590 1.4962 -1.4760
H -0.6340 -1.5091 -2.1624
H 0.5515 -0.4704 -1.4986
H -0.7853 -2.7329 0.0950
H 0.6696 -2.9586 -0.8462
H 0.7009 -1.8988 0.5634
C 1.9476 1.1965 1.4695
N 0.6887 1.0186 1.4687
H 2.5399 0.9083 2.3280
H 2.3714 1.6282 0.5709
H 0.1000 1.2695 0.6000
H 0.2722 0.5988 2.2982
```

Its calculated total energy is -289.3161 a.u. The charge is +1. As for the strongest force on any atom: 0.95 eV Å⁻¹. For the highest occupied orbital energy, the calculation gives -15.06 eV. The calculation puts the frontier orbital gap at 10.065 eV.